The following is a DFT calculation (wB97M-V/def2-TZVPD) of a 2-piece molecular cluster, CH3NOP2S overall.

```
9
Properties=species:S:1:pos:R:3:forces:R:3
C 2.0923 -0.1845 -0.5061 0.227 -0.318 0.162
N 1.1263 0.5623 -0.2691 0.211 0.055 -0.236
O -0.9948 1.5927 0.6370 -1.080 -0.096 0.716
P 0.1055 1.8149 -0.2988 0.498 0.384 -0.499
P -2.9671 -0.4266 0.3549 0.409 -0.143 -0.353
S -1.7351 -1.6774 -0.4593 -0.304 0.155 0.134
H 2.0655 -0.9239 -1.3025 -0.082 -0.101 -0.114
H 2.9936 -0.1548 0.1068 0.053 0.055 0.022
H -2.6862 -0.6025 1.7372 0.069 0.009 0.167
```
Forces are in eV/Å.

* HOMO-LUMO gap: 7.55 eV
* E_LUMO: -0.9 eV
* energy relative to the best compared isomer or geometry (same formula, charge and spin): 163.5 kJ/mol
* 2S+1: 1

=====

The following is a DFT calculation (wB97M-V/def2-TZVPD) of a 9-piece molecular cluster, C5H30N2O9 overall.

```
46
Properties=species:S:1:pos:R:3:forces:R:3
C 0.2110 -0.2141 -1.4496 0.960 -2.103 -0.226
N -0.6566 -1.3129 -0.9513 0.185 0.015 -0.315
C -1.9939 -1.2739 -1.4898 0.281 0.902 0.275
O -2.8386 -0.4076 -0.7806 -1.021 0.625 0.466
C 1.1649 0.2379 -0.3464 0.441 1.214 1.666
C 2.5853 -0.3072 -0.4818 0.255 -0.824 -1.591
N 1.0881 1.7027 -0.1148 -0.396 -0.077 -0.916
C 1.8530 2.2001 1.0060 -0.740 0.262 1.497
H 0.8453 -0.7180 -2.1955 0.007 0.428 -0.173
H -0.3047 0.5655 -2.0055 -0.207 0.263 0.505
H -0.5455 -1.4070 0.0566 -0.774 0.037 -0.305
H -2.6511 -2.1562 -1.4215 1.142 -0.525 -0.478
H -1.8288 -0.9252 -2.5295 -0.545 -0.489 0.209
H -2.4803 0.4815 -0.6360 0.117 -0.001 -0.291
H 0.8613 -0.1706 0.6421 -0.380 -0.027 -0.556
H 3.3717 0.1679 0.0876 -0.244 0.012 0.813
H 3.0217 -0.2296 -1.5042 -0.694 -0.131 0.250
H 2.4808 -1.3797 -0.2395 0.584 0.353 -0.074
H 1.3357 2.1990 -0.9702 0.050 -0.165 0.257
H 2.2911 3.1850 0.8446 0.400 -0.253 -0.461
H 2.5670 1.4811 1.4209 0.264 0.273 -0.369
H 1.1861 2.4171 1.8610 -0.043 -0.260 -0.156
H 1.1999 -0.9020 3.1594 -0.811 0.244 0.542
H 0.3278 -2.0561 3.2134 -0.570 -0.319 -0.131
O 0.3168 -1.1361 3.5253 1.529 0.434 -0.160
H 2.6900 3.4336 -2.6799 -0.618 -0.594 -0.163
H 1.9082 2.1625 -3.2004 0.202 0.186 -0.025
O 1.8376 2.9538 -2.6508 0.563 0.535 -0.117
H -0.8808 0.0752 3.2627 -0.100 0.284 0.056
H -1.3394 1.2648 2.3582 0.136 0.243 -0.113
O -1.6560 0.6278 2.9989 0.104 -0.221 0.137
H -0.8155 1.9740 -0.1642 0.214 0.231 -0.251
H -1.8570 3.0839 -0.4901 -0.135 0.107 0.118
O -1.7243 2.1339 -0.5186 0.233 -0.078 0.086
H -1.5440 -3.8654 -0.0347 -0.015 -0.251 0.600
H -1.8749 -3.5753 1.4407 -0.246 0.421 0.267
O -1.4337 -4.2115 0.8726 0.146 -0.304 -1.103
H 1.2379 -3.9687 1.9054 -0.130 -0.018 -0.036
H 0.0446 -3.1958 1.2952 0.434 -0.344 0.548
O 0.8244 -3.1002 1.8927 0.063 0.046 -0.476
H -0.2077 3.2258 -3.5577 -0.317 -0.269 0.913
H -1.2125 2.3906 -2.5786 0.342 0.419 0.778
O -0.9478 2.6105 -3.4674 -0.133 -0.166 -1.599
H -1.8884 -0.7603 2.0385 -0.570 -0.350 -0.158
H -2.5886 -1.6321 0.9133 -0.079 0.724 0.211
O -1.9802 -1.6686 1.6632 0.117 -0.490 0.047
```
Forces are in eV/Å.

* HOMO-LUMO gap: 8.87 eV
* E_LUMO: 0.0 eV
* energy relative to the best compared isomer or geometry (same formula, charge and spin): 159.3 kJ/mol
* 2S+1: 1

=====

The following is a DFT calculation (wB97M-V/def2-TZVPD) of C33H41CuN5O2PS as an isolated structure.

```
84
Properties=species:S:1:pos:R:3:forces:R:3
Cu -0.0051 0.0660 0.1932 -0.064 0.547 -0.063
C 4.5072 2.2140 0.7504 0.065 -0.074 -0.018
C 3.4746 1.1900 1.2176 -0.180 0.332 -0.046
C 2.5963 1.7575 2.3380 -0.013 -0.027 0.020
P 2.3373 0.5041 -0.1005 0.212 -1.354 0.272
C 3.0255 0.7268 -1.8202 -0.072 0.038 0.022
C 1.9261 0.2499 -2.7740 -0.014 0.073 -0.017
C 4.3466 0.0569 -2.1853 0.033 0.090 0.002
C 2.6884 -1.3117 0.1556 -0.007 -0.034 -0.029
C 3.9858 -1.7788 0.2762 0.029 0.016 -0.010
C 4.3079 -3.1319 0.3923 -0.006 0.002 -0.018
C 5.7316 -3.5821 0.5167 -0.001 0.010 0.019
C 3.2606 -4.0635 0.3953 -0.006 -0.005 -0.024
C 1.9573 -3.6550 0.3139 0.003 0.024 0.028
C 1.6262 -2.2729 0.2125 0.065 0.022 0.190
N 0.3514 -1.8528 0.2893 -0.146 0.146 -0.400
C -0.7134 -2.7815 0.1814 0.158 -0.069 0.146
C -0.9285 -3.5007 -1.0004 -0.054 0.004 -0.017
C -0.1209 -3.2375 -2.2420 0.017 -0.006 0.016
C -1.9752 -4.4105 -1.0289 0.000 -0.003 0.008
C -2.7978 -4.6263 0.0708 0.006 -0.005 -0.004
C -3.9210 -5.6239 0.0089 -0.022 0.039 -0.021
C -2.5776 -3.8696 1.2147 -0.028 0.045 -0.018
C -1.5583 -2.9306 1.2847 0.008 -0.069 0.031
C -1.3260 -2.1401 2.5409 0.005 -0.005 -0.010
H 5.0496 2.5978 1.6166 0.005 -0.004 -0.002
H 4.0465 3.0616 0.2475 -0.012 0.011 0.022
H 5.2415 1.7774 0.0738 -0.007 0.011 -0.005
H 3.9966 0.3284 1.6302 0.046 -0.009 -0.046
H 2.0958 2.6758 2.0275 -0.001 -0.003 -0.011
H 3.2076 1.9889 3.2120 0.002 0.011 -0.008
H 1.8292 1.0428 2.6467 0.017 -0.007 0.021
H 3.1555 1.8061 -1.9316 -0.032 0.014 0.008
H 1.7664 -0.8250 -2.6606 0.002 0.000 -0.012
H 2.2137 0.4374 -3.8098 0.009 -0.019 0.001
H 0.9724 0.7521 -2.5919 0.004 0.001 0.000
H 4.2629 -1.0290 -2.1696 -0.006 -0.004 -0.009
H 5.1686 0.3523 -1.5345 -0.002 -0.024 0.006
H 4.6153 0.3524 -3.2016 0.004 -0.005 0.002
H 4.8068 -1.0719 0.2631 0.000 -0.003 -0.008
H 6.4272 -2.7797 0.2763 0.001 -0.003 -0.004
H 5.9336 -4.4268 -0.1425 0.003 0.003 -0.002
H 5.9398 -3.9120 1.5372 -0.001 -0.005 -0.003
H 3.4874 -5.1195 0.4817 -0.003 0.004 0.015
H 1.1532 -4.3760 0.3712 -0.003 0.003 0.000
H -0.0599 -2.1641 -2.4352 -0.003 -0.003 -0.006
H -0.5936 -3.7065 -3.1030 0.004 -0.004 -0.001
H 0.8995 -3.6193 -2.1696 -0.002 0.005 -0.003
H -2.1597 -4.9612 -1.9451 0.003 0.000 0.003
H -3.6836 -6.4442 -0.6676 0.002 -0.008 0.012
H -4.8355 -5.1515 -0.3570 0.000 -0.002 0.003
H -4.1365 -6.0380 0.9932 0.004 -0.009 -0.004
H -3.2138 -4.0155 2.0811 -0.003 0.005 -0.006
H -2.1611 -2.2587 3.2291 0.002 0.001 0.002
H -1.2103 -1.0760 2.3164 -0.021 0.000 0.006
H -0.4155 -2.4604 3.0525 0.007 0.019 -0.007
S -2.8072 -0.7795 -1.8996 -0.012 -0.084 -0.085
C -4.2313 -0.1366 -1.3318 0.053 0.030 0.098
N -5.3359 -0.1121 -2.1580 -0.026 -0.005 -0.027
C -6.5224 0.4323 -1.8159 0.002 -0.026 0.014
C -6.6650 0.9865 -0.5867 0.018 0.018 0.005
C -5.5322 0.9186 0.2550 -0.010 -0.004 0.004
N -4.3838 0.3892 -0.0819 -0.018 -0.027 -0.024
H -5.1997 -0.5176 -3.0734 -0.003 -0.016 -0.003
H -7.3062 0.3886 -2.5588 0.011 0.016 -0.013
H -7.5833 1.4541 -0.2711 -0.010 -0.029 0.014
H -5.5899 1.3406 1.2536 -0.004 0.011 -0.006
O 0.6959 3.7054 -0.9620 0.045 -0.022 0.008
C 1.5892 3.1717 -0.5319 -0.201 0.521 -0.102
N -4.6209 5.4120 -0.3106 -0.001 0.002 -0.002
C -4.5868 4.3551 0.5335 0.012 0.011 -0.032
O -5.4889 4.0739 1.2977 0.021 0.022 0.022
C -3.3741 3.4682 0.4451 -0.043 -0.050 -0.015
C -2.9073 2.8632 1.6028 0.011 0.011 -0.003
C -1.9089 1.9169 1.4980 -0.003 -0.032 0.019
N -1.3832 1.5391 0.3271 0.183 -0.039 0.087
C -1.8153 2.1450 -0.7795 -0.009 0.008 -0.007
C -2.7956 3.1206 -0.7652 0.005 0.000 0.003
H -5.3990 6.0468 -0.2409 -0.011 -0.008 -0.011
H -3.8147 5.6944 -0.8379 0.023 0.020 0.036
H -3.3370 3.1108 2.5632 -0.024 -0.021 -0.006
H -1.5271 1.4190 2.3802 -0.007 -0.002 0.001
H -1.3798 1.8196 -1.7134 0.006 -0.006 0.002
H -3.1277 3.5525 -1.7002 -0.014 -0.012 0.002
```
Forces are in eV/Å.

* HOMO-LUMO gap (spin up / spin down): 7.59 / 5.93 eV
* E_LUMO (spin up / spin down): -2.4 / -4.2 eV
* energy relative to the best compared isomer or geometry (same formula, charge and spin): 64.5 kJ/mol
* total charge: +1
* 2S+1: 2

=====

The following is a DFT calculation (wB97M-V/def2-TZVPD) of C20H27NO5 in the gas phase.

```
53
Properties=species:S:1:pos:R:3:forces:R:3
C 2.4500 -2.2132 5.3647 -0.139 -0.157 -0.141
C 1.6359 -2.5196 4.1137 0.135 0.301 0.067
C 1.6180 -1.3358 3.1499 -0.175 -0.394 -0.032
H 2.6413 -1.0854 2.8621 0.018 0.094 0.005
H 1.2029 -0.4628 3.6589 0.021 0.093 0.013
C 0.8112 -1.6524 1.8824 0.120 0.210 0.245
C 0.7594 -0.4765 0.9546 0.296 -0.312 -0.315
C 1.6079 -0.3997 -0.1038 -0.114 -0.026 0.115
C 1.5751 0.6662 -1.0552 0.150 0.263 -0.223
C 2.3977 0.7580 -2.1486 0.270 -0.407 0.389
C 2.2410 1.7785 -3.1317 -0.339 0.255 -0.048
O 3.0285 2.0674 -4.0093 -0.044 0.034 -0.021
C 0.8246 2.4606 -3.0857 0.257 0.713 -0.674
C 0.5159 2.8588 -1.6528 0.004 0.081 0.336
O 0.3265 3.9944 -1.2891 0.069 -0.165 -0.101
C 0.6240 1.6999 -0.7415 -0.155 -0.112 0.700
C -0.1466 1.6156 0.3660 0.316 0.154 -0.573
N -0.1226 0.5479 1.2077 0.246 0.170 -0.062
C -1.1816 0.4793 2.1919 -0.761 -0.263 -0.031
H -0.9187 -0.2117 2.9895 0.036 0.109 0.001
H -1.3264 1.4747 2.6196 0.062 -0.105 0.019
C -2.4929 0.0261 1.5414 0.062 0.048 0.174
O -2.3400 -1.3061 1.1075 0.300 0.175 0.171
C -3.4782 -1.8025 0.4483 -0.107 -0.032 -0.050
H -3.7262 -1.1914 -0.4271 -0.001 -0.025 -0.010
H -3.2360 -2.8144 0.1316 -0.094 0.000 -0.041
H -4.3449 -1.8246 1.1196 0.009 -0.018 -0.033
H -3.3125 0.0989 2.2728 0.068 0.029 -0.054
H -2.7307 0.6774 0.6863 0.005 -0.017 0.083
H -0.8452 2.4068 0.5925 -0.101 0.040 0.057
C 0.7012 3.6210 -4.0564 -0.005 -0.388 0.200
H 1.0426 3.3112 -5.0405 0.035 -0.011 -0.002
H 1.3200 4.4413 -3.7038 0.016 0.063 -0.031
H -0.3335 3.9529 -4.1059 -0.052 0.059 0.052
O -0.0194 1.3614 -3.5128 0.397 0.104 -0.194
C -1.2289 1.2203 -3.0008 -0.981 -0.420 -0.083
O -1.7291 1.9565 -2.1855 -0.112 0.139 -0.155
C -1.8738 -0.0480 -3.5156 0.102 0.090 0.139
C -1.2564 -1.2384 -2.7781 -0.042 0.050 -0.126
H -1.7183 -2.1643 -3.1120 -0.005 -0.102 0.012
H -0.1888 -1.2870 -2.9779 0.103 -0.054 0.019
H -1.4005 -1.1448 -1.7037 -0.010 -0.022 0.149
H -2.9471 0.0051 -3.3323 0.069 0.092 -0.035
H -1.6860 -0.1383 -4.5849 -0.049 0.021 -0.018
H 3.2138 0.0644 -2.2786 0.075 -0.128 -0.025
H 2.3111 -1.2011 -0.2683 0.020 -0.153 0.064
H -0.1969 -1.9800 2.1377 0.017 -0.060 -0.026
H 1.2974 -2.4782 1.3618 -0.064 0.031 -0.050
H 2.0604 -3.3893 3.6082 -0.064 -0.072 -0.045
H 0.6115 -2.7710 4.3989 -0.043 -0.074 -0.053
H 3.4791 -1.9796 5.1019 0.127 0.039 0.026
H 2.0313 -1.3609 5.8955 -0.005 0.091 0.091
H 2.4530 -3.0676 6.0368 0.056 -0.032 0.128
```
Forces are in eV/Å.

* HOMO-LUMO gap: 7.70 eV
* E_LUMO: 0.2 eV
* energy relative to the best compared isomer or geometry (same formula, charge and spin): 203.5 kJ/mol
* 2S+1: 1